(1)
Entry from OMol25: a structure of composition C4H5O4PS in a non-equilibrium geometry (ωB97M-V/def2-TZVPD).

Geometry as XYZ:
```
15
Properties=species:S:1:pos:R:3:forces:R:3
S -0.730 1.494 2.380 2.809 -0.443 2.837
P 0.505 1.401 0.560 1.923 1.453 1.069
O 2.333 -1.433 -1.013 0.468 -1.537 0.146
O 2.238 0.742 -0.751 0.880 1.789 -0.243
O -1.335 1.207 -0.814 0.002 1.832 0.768
O -2.358 -0.355 -1.961 -0.282 -0.802 -0.136
C -0.604 -1.059 -0.375 -1.929 -0.455 -3.230
C 1.871 -0.415 -0.511 -1.724 -0.790 -0.447
C -1.529 0.035 -1.118 0.142 -1.919 -0.561
C 0.528 -0.411 0.359 1.318 -0.176 -1.826
H 0.719 -0.912 1.250 0.341 -0.730 1.767
H 1.734 1.383 1.452 -1.048 -0.081 -0.191
H -1.426 -1.596 0.213 1.596 0.230 -0.459
H -0.229 -1.706 -1.339 -0.850 1.104 2.767
H -1.715 1.625 1.668 -3.647 0.524 -2.257
```
Forces are in eV/Å.

Charge: -2
E_HOMO (eV): -0.01
Energy relative to the best compared isomer or geometry (same formula, charge and spin) (kJ/mol): 69.4

Computed natural (NBO) charges, given in elementary charges:
1 S -0.53
2 P 0.69
3 O -0.77
4 O -0.75
5 O -0.76
6 O -0.80
7 C -0.54
8 C 0.78
9 C 0.79
10 C -0.70
11 H 0.21
12 H -0.15
13 H 0.20
14 H 0.24
15 H 0.10

(2)
Entry from OMol25: a structure of composition C4H5O4Tl in a non-equilibrium geometry (ωB97M-V/def2-TZVPD).

Geometry as XYZ:
```
14
Properties=species:S:1:pos:R:3:forces:R:3
Tl -1.137 -0.944 -0.182 -3.991 -2.547 0.081
O -0.542 -0.103 1.580 0.247 0.563 2.534
O 0.896 -0.512 -0.602 1.555 0.040 -0.450
O -0.949 0.159 -1.767 -0.597 0.785 -1.636
O -4.440 -0.872 0.827 1.903 -0.207 -0.686
C -3.378 -0.982 0.479 -2.224 -0.106 0.847
C 0.391 0.289 -1.752 2.276 1.103 -1.757
C 1.539 0.143 0.456 0.784 0.188 0.764
C 0.631 0.240 1.642 1.114 0.503 0.264
H 2.447 -0.405 0.762 -0.132 0.081 -0.116
H 0.892 -0.137 -2.639 -0.323 0.112 0.326
H 1.867 1.163 0.192 -0.062 -0.185 0.057
H 1.050 0.632 2.583 -0.269 -0.006 -0.146
H 0.734 1.327 -1.581 -0.279 -0.323 -0.082
```
Forces are in eV/Å.

Charge: +2
E_HOMO (eV): -19.59
Energy relative to the best compared isomer or geometry (same formula, charge and spin) (kJ/mol): 348.4

Computed Mulliken charges, given in elementary charges:
1 Tl 1.48
2 O -0.44
3 O -0.42
4 O -0.46
5 O 0.05
6 C 0.16
7 C -0.14
8 C -0.34
9 C 0.27
10 H 0.38
11 H 0.30
12 H 0.37
13 H 0.46
14 H 0.33

(3)
Entry from OMol25: a cluster of 2 separate species, C4H5O5 in total in a non-equilibrium geometry (ωB97M-V/def2-TZVPD).

Geometry as XYZ:
```
14
Properties=species:S:1:pos:R:3:forces:R:3
O 2.390 -1.166 -0.239 0.355 -0.747 -1.879
O -1.201 -0.005 -0.920 0.866 -0.406 -2.606
O 3.875 0.587 -0.776 0.766 1.167 -2.600
O 1.581 -1.661 0.799 -0.840 -1.680 1.550
O 4.107 -0.116 1.380 0.612 -0.645 1.386
C 1.154 -0.530 0.088 -2.367 2.100 -0.218
C -1.529 0.483 0.300 1.050 2.223 1.844
C -0.027 -0.817 -0.985 3.343 1.837 -0.047
C 3.915 0.102 0.261 -0.702 0.292 1.136
H 0.526 -0.511 -1.900 -0.521 -0.146 0.130
H -0.551 0.477 0.862 -1.279 -0.013 0.434
H -1.882 1.608 0.328 0.440 -1.983 -0.545
H -2.310 -0.162 0.638 -0.783 -0.198 1.317
H -0.209 -1.845 -1.083 -0.941 -1.801 0.097
```
Forces are in eV/Å.

Charge: -1
E_HOMO (eV): -2.40
Energy relative to the best compared isomer or geometry (same formula, charge and spin) (kJ/mol): 606.5

Computed natural (NBO) charges, given in elementary charges:
1 O -0.36
2 O -0.57
3 O -0.57
4 O -0.34
5 O -0.57
6 C -0.01
7 C -0.27
8 C -0.17
9 C 1.05
10 H 0.17
11 H 0.22
12 H 0.14
13 H 0.14
14 H 0.14

(4)
Entry from OMol25: a structure of composition C4H5O5Rb in a non-equilibrium geometry (ωB97M-V/def2-TZVPD).

Geometry as XYZ:
```
15
Properties=species:S:1:pos:R:3:forces:R:3
Rb 3.265 1.803 -0.291 -0.550 -0.907 0.733
O -0.038 0.349 -1.533 0.284 0.579 0.879
O 1.992 -1.394 3.255 -0.053 -1.362 0.117
O -1.299 -1.364 -1.516 -0.664 -0.321 0.603
O 1.832 -0.773 1.025 3.085 0.560 4.256
O 2.651 0.641 2.668 1.030 -0.608 -0.590
C -1.359 0.954 -1.383 -0.116 -0.016 -0.284
C -2.260 -0.266 -1.488 -0.282 0.298 -0.107
C 2.318 -0.510 2.287 -4.237 2.119 -4.278
C -0.066 -0.969 -1.401 0.624 -0.072 -1.109
H -1.442 1.458 -0.414 0.245 -0.177 -0.126
H 1.605 -0.904 3.993 0.606 0.139 -0.116
H -1.444 1.695 -2.182 -0.231 -0.236 0.095
H -2.854 -0.305 -2.406 0.133 -0.041 0.187
H -2.900 -0.414 -0.613 0.129 0.044 -0.259
```
Forces are in eV/Å.

Charge: 0
E_HOMO (eV): -7.51
Energy relative to the best compared isomer or geometry (same formula, charge and spin) (kJ/mol): 231.7

Computed natural (NBO) charges, given in elementary charges:
1 Rb 0.99
2 O -0.54
3 O -0.73
4 O -0.49
5 O -0.86
6 O -0.82
7 C -0.14
8 C -0.14
9 C 0.94
10 C 0.52
11 H 0.20
12 H 0.49
13 H 0.20
14 H 0.20
15 H 0.21

(5)
Entry from OMol25: a structure of composition C4H5O6Sr in a non-equilibrium geometry (ωB97M-V/def2-TZVPD).

Geometry as XYZ:
```
16
Properties=species:S:1:pos:R:3:forces:R:3
Sr -5.065 -0.665 1.153 2.850 0.042 -0.464
O -0.915 -0.932 0.172 -5.350 0.326 0.031
O -2.648 -1.370 1.472 -1.458 -0.263 1.065
O 3.255 0.119 0.439 -0.583 0.084 0.413
O 2.472 2.064 1.257 -0.368 0.406 0.433
O -2.898 0.108 -0.121 -1.171 0.497 -0.314
O 1.102 0.766 0.233 -1.517 -1.053 -0.101
C 0.804 -0.382 -0.541 3.413 3.046 -7.807
C -0.475 -0.286 -1.296 0.556 -1.950 5.914
C -2.157 -0.697 0.518 -0.527 -1.002 0.325
C 2.352 0.885 0.666 1.648 -0.238 -0.992
H 1.275 -1.343 -0.324 -0.351 0.538 0.135
H 1.035 -0.075 -1.770 2.815 -0.339 1.688
H -0.834 0.742 -1.418 -0.177 -0.641 -0.108
H -0.697 -1.143 -1.940 0.194 0.796 -0.180
H 3.395 2.211 1.502 0.026 -0.250 -0.039
```
Forces are in eV/Å.

Charge: +1
E_HOMO (eV): -11.69

Computed Mulliken charges, given in elementary charges:
1 Sr 1.71
2 O -0.35
3 O -0.92
4 O -0.52
5 O -0.44
6 O -0.88
7 O -0.26
8 C 0.09
9 C -0.70
10 C 1.10
11 C 0.66
12 H 0.38
13 H 0.10
14 H 0.33
15 H 0.34
16 H 0.38

(6)
Entry from OMol25: a cluster of 2 separate species, C4H5OP in total in a non-equilibrium geometry (ωB97M-V/def2-TZVPD).

Geometry as XYZ:
```
11
Properties=species:S:1:pos:R:3:forces:R:3
P 1.226 -0.025 -0.456 0.573 0.112 -1.115
O 2.294 0.057 0.770 0.786 1.343 1.198
C -1.139 -1.023 -0.077 -2.265 0.903 -0.066
C -1.318 0.426 -0.302 0.277 -1.024 -0.127
C 0.111 -1.344 0.017 3.573 -3.023 1.396
C -0.175 1.056 -0.308 1.139 4.698 0.314
H 0.510 -2.355 0.376 -0.684 1.501 -0.860
H -2.197 0.922 -0.501 -2.112 0.687 -0.278
H 2.801 0.901 0.947 -1.056 -1.438 -0.718
H -0.164 3.096 -0.542 0.051 -3.762 0.286
H -1.950 -1.714 0.076 -0.283 0.004 -0.029
```
Forces are in eV/Å.

Charge: 0
E_HOMO (spin up / spin down) (eV): -8.86 / -8.86
Energy relative to the best compared isomer or geometry (same formula, charge and spin) (kJ/mol): 398.6

Computed natural (NBO) charges, given in elementary charges:
1 P 1.11
2 O -0.99
3 C -0.21
4 C -0.33
5 C -0.53
6 C -0.33
7 H 0.24
8 H 0.23
9 H 0.52
10 H 0.07
11 H 0.22

no.,total energy (eV)
1,-32542.905
2,-17088.823
3,-14461.407
4,-15119.607
5,-17341.301
6,-15559.885